<A>
C6H11BrN2Si | wB97M-V/def2-TZVPD

Last column: Löwdin charge in e.
Geometry (Å):
C -1.767 -2.665 -0.006  -0.17
C -0.545 -2.055 -0.086  -0.19
C -2.357 -0.583 -0.003  -0.75
C 2.272 -0.243 -0.123  -0.17
C 0.327 1.411 1.670  -0.17
C 0.271 1.745 -1.499  -0.17
N -2.785 -1.760 0.039  0.01
N -0.622 -0.720 -0.108  -0.07
Si 0.556 0.574 -0.025  0.49
Br -3.148 1.051 0.011  0.82
H -1.990 -3.711 0.024  0.09
H 0.407 -2.548 -0.132  0.11
H 3.053 0.494 0.034  0.03
H 2.391 -1.012 0.636  0.03
H 2.444 -0.703 -1.092  0.03
H -0.657 1.859 1.769  0.00
H 0.440 0.690 2.476  0.03
H 1.061 2.195 1.827  0.02
H 0.717 1.355 -2.410  0.03
H -0.784 1.906 -1.692  -0.01
H 0.716 2.718 -1.310  0.03

Calculated values
- E_HOMO: -8.1267 eV

=====

<B>
C6H11BrN2Si | wB97M-V/def2-TZVPD

Last column: Löwdin charge in e.
Geometry (Å):
C -0.117 3.143 -0.805  0.02
C -1.453 -0.016 0.154  -0.71
C -1.397 1.216 0.535  -0.26
C 0.114 -2.219 1.619  -0.16
C 1.627 0.129 -0.119  -0.20
C -0.044 -1.916 -1.788  -0.19
N -1.131 2.276 1.125  0.08
N -0.540 3.285 0.388  -0.14
Si 0.155 -0.997 -0.010  0.57
Br -3.151 -0.826 -0.311  0.67
H 0.547 3.947 -1.221  0.03
H 0.636 -1.637 2.358  0.00
H -0.914 -2.536 2.063  0.06
H 0.636 -3.080 1.395  -0.03
H 1.512 1.102 -0.616  0.00
H 1.867 0.598 0.863  0.04
H 2.526 -0.453 -0.484  0.05
H -0.193 -1.063 -2.475  0.03
H 0.809 -2.557 -2.009  0.01
H -1.056 -2.474 -1.646  0.02
H -0.431 4.076 0.983  0.12

Calculated values
- E_HOMO: -8.6010 eV

=====

Which is the most stable structure? <A> is the most stable.

=====

<A>
C21H26N2O2 | wB97M-V/def2-TZVPD

Last column: Löwdin charge in e.
Geometry (Å):
O 0.374 3.375 1.326  0.06
C 0.987 2.328 1.283  -0.51
N 0.375 1.126 1.180  0.08
H 0.926 0.282 1.129  0.10
C -1.056 0.988 1.071  -0.15
H -1.491 1.954 1.338  0.13
H -1.405 0.226 1.775  0.12
C -1.480 0.603 -0.356  -0.13
C -2.973 0.468 -0.435  -0.24
C -3.766 1.571 -0.723  -0.04
C -5.144 1.457 -0.761  -0.08
C -5.747 0.237 -0.507  -0.10
C -4.965 -0.867 -0.213  -0.09
C -3.587 -0.750 -0.176  -0.04
H -2.979 -1.613 0.055  0.09
H -5.430 -1.821 -0.013  0.10
H -6.823 0.147 -0.538  0.10
H -5.749 2.322 -0.989  0.10
H -3.298 2.525 -0.919  0.12
H -0.998 -0.342 -0.620  0.09
H -1.138 1.381 -1.042  0.12
C 2.504 2.255 1.303  -0.10
C 3.069 2.806 -0.010  -0.17
C 2.544 2.041 -1.224  -0.10
C 3.002 0.593 -1.226  -0.50
O 4.025 0.210 -0.697  0.06
N 2.174 -0.247 -1.892  0.07
H 1.338 0.114 -2.324  0.14
C 2.480 -1.644 -2.100  -0.18
H 2.596 -1.839 -3.173  0.12
H 3.440 -1.827 -1.615  0.12
C 1.395 -2.571 -1.547  -0.13
C 1.078 -2.394 -0.084  -0.23
C 2.011 -1.933 0.837  -0.05
C 1.672 -1.803 2.176  -0.09
C 0.403 -2.138 2.615  -0.09
C -0.530 -2.609 1.707  -0.09
C -0.193 -2.732 0.371  -0.07
H -0.922 -3.109 -0.334  0.11
H -1.521 -2.881 2.040  0.11
H 0.144 -2.037 3.658  0.11
H 2.408 -1.441 2.878  0.11
H 3.007 -1.665 0.523  0.10
H 0.476 -2.429 -2.125  0.11
H 1.722 -3.602 -1.713  0.13
H 1.454 2.093 -1.261  0.10
H 2.934 2.503 -2.136  0.13
H 2.790 3.856 -0.103  0.12
H 4.157 2.729 0.013  0.11
H 2.845 1.231 1.452  0.10
H 2.864 2.873 2.127  0.12

Calculated values
- E_HOMO: -9.0435 eV

=====

<B>
C21H26N2O2 | wB97M-V/def2-TZVPD

Last column: Löwdin charge in e.
Geometry (Å):
C -1.238 -0.229 -4.674  -0.09
H -0.711 0.728 -4.597  0.10
O -0.725 -1.176 -3.771  -0.08
C -0.787 -0.905 -2.438  -0.27
C -1.335 0.241 -1.877  -0.01
C -1.334 0.411 -0.502  -0.05
C -0.794 -0.543 0.349  -0.19
C -0.241 -1.685 -0.227  -0.04
C -0.240 -1.871 -1.592  0.00
H 0.191 -2.756 -2.035  0.12
H 0.207 -2.435 0.409  0.13
C -0.768 -0.390 1.856  -0.26
N -1.969 -0.813 2.566  -0.12
C -3.246 -0.359 2.044  -0.17
C -3.770 -1.453 1.089  -0.15
H -3.550 -1.194 0.054  0.09
H -4.848 -1.572 1.188  0.10
C -3.006 -2.716 1.511  -0.16
H -3.674 -3.525 1.800  0.10
H -2.372 -3.070 0.699  0.09
C -2.148 -2.248 2.703  -0.17
H -2.693 -2.418 3.638  0.12
H -1.190 -2.761 2.767  0.12
H -3.925 -0.257 2.898  0.12
H -3.161 0.612 1.562  0.10
C -0.420 1.054 2.284  -0.11
N 0.648 1.613 1.485  0.08
C 1.894 1.075 1.481  -0.45
O 2.247 0.217 2.263  0.08
C 2.783 1.688 0.443  -0.10
C 2.932 3.070 0.418  -0.04
C 3.755 3.673 -0.516  -0.09
C 4.427 2.891 -1.439  -0.08
C 4.277 1.515 -1.418  -0.04
C 3.464 0.891 -0.481  -0.20
C 3.296 -0.595 -0.485  -0.02
H 3.359 -0.983 0.528  0.08
H 4.058 -1.068 -1.100  0.08
H 2.315 -0.860 -0.882  0.07
H 4.805 0.910 -2.141  0.11
H 5.071 3.351 -2.174  0.10
H 3.872 4.747 -0.522  0.10
H 2.413 3.673 1.150  0.11
H 0.392 2.199 0.706  0.13
H -0.095 1.023 3.327  0.13
H -1.289 1.707 2.213  0.12
H 0.044 -1.020 2.232  0.14
H -1.770 1.316 -0.104  0.11
H -1.765 1.013 -2.497  0.10
H -1.076 -0.648 -5.666  0.09
H -2.310 -0.066 -4.523  0.09

Calculated values
- E_HOMO: -8.2225 eV

=====

Which is the most stable structure? <A> is the most stable.

=====

<A>
C12H10O2 | wB97M-V/def2-TZVPD

Last column: Löwdin charge in e.
Geometry (Å):
C -1.758 3.128 0.767  -0.09
C -1.440 2.196 1.767  -0.07
C -1.281 3.028 -0.528  -0.08
C -0.718 1.026 1.495  0.01
C -0.486 1.969 -0.759  -0.06
C -0.246 0.934 0.163  -0.18
C 2.395 -1.730 0.203  -0.09
C 1.680 -2.984 0.068  -0.07
C 1.938 -0.461 0.027  -0.02
C 0.682 -3.230 -0.797  -0.06
C 0.531 -0.248 -0.348  -0.13
C -0.149 -1.226 -1.058  -0.32
O 0.299 -2.281 -1.796  0.03
O -1.522 -1.069 -1.095  0.05
H -2.331 3.972 1.061  0.09
H -2.078 2.364 2.578  0.08
H -1.353 3.726 -1.344  0.11
H -0.400 0.446 2.304  0.09
H -0.091 1.560 -1.679  0.12
H 3.469 -1.822 0.305  0.10
H 2.091 -3.745 0.702  0.10
H 2.627 0.391 0.041  0.12
H 0.104 -4.026 -0.529  0.09
H -1.963 -1.919 -1.546  0.19

Calculated values
- E_HOMO: -8.1503 eV

=====

<B>
C12H10O2 | wB97M-V/def2-TZVPD

Last column: Löwdin charge in e.
Geometry (Å):
C -4.633 -0.289 1.151  0.09
C -3.752 -0.790 0.485  -0.06
C -2.731 -1.344 -0.586  -0.20
C -0.713 -0.121 -0.342  -0.22
C -1.443 1.097 -0.640  -0.02
C -0.725 2.262 -0.555  -0.07
C 0.678 2.191 -0.319  0.00
C 1.286 0.991 0.093  -0.28
C 3.247 -0.105 0.980  -0.18
C 3.352 -1.171 -0.003  -0.16
C 3.546 -2.206 -0.618  0.10
C 0.632 -0.218 -0.003  0.05
H -5.521 0.132 1.587  0.03
H -2.710 -0.726 -1.475  0.11
H -2.975 -2.411 -0.807  0.14
H -2.470 1.084 -0.906  0.08
H -1.093 3.225 -0.792  0.09
H 1.145 3.165 -0.251  0.11
H 4.222 0.212 1.326  0.13
H 2.686 -0.616 1.818  0.15
H 3.989 -3.228 -1.104  0.11
H 0.998 -1.182 0.264  0.11
O -1.427 -1.260 -0.167  -0.07
O 2.584 1.081 0.478  -0.04

Calculated values
- E_HOMO: -8.1333 eV

=====

Which is the most stable structure? <A> is the most stable.